Formula: C4H6ClN2P
Source: the OMol25 dataset
Level of theory: ωB97M-V with the def2-TZVPD basis set

HOMO energy = -8.8 eV
SMILES string = Cc1nn(C)pc1Cl
energy above the lowest of the compared OMol25 structures with the same formula, charge and spin = 49.4 kJ/mol
gap between HOMO and LUMO = 9.0 eV

```
! wB97M-V def2-TZVPD RIJCOSX def2/J DEFGRID3
* xyz 0 1
C -0.627 2.343 -0.033
C -0.549 0.795 -0.065
N 0.608 0.138 -0.192
N 0.512 -1.207 -0.082
C 1.762 -1.984 0.011
P -1.207 -1.873 0.129
C -1.609 -0.153 0.043
Cl -3.221 0.410 0.077
H -0.465 2.768 -1.012
H 0.211 2.588 0.653
H -1.655 2.624 0.448
H 2.583 -1.222 -0.048
H 1.782 -2.441 0.923
H 1.873 -2.785 -0.851
*
```


Formula: C5H11IN3
Source: the OMol25 dataset
Level of theory: ωB97M-V with the def2-TZVPD basis set

HOMO energy = -12.4 eV
energy above the lowest of the compared OMol25 structures with the same formula, charge and spin = 496.8 kJ/mol
gap between HOMO and LUMO = 9.3 eV

```
! wB97M-V def2-TZVPD RIJCOSX def2/J DEFGRID3
* xyz 1 1
C -0.698 -0.685 -1.634
C -0.801 -0.351 0.618
C -0.043 1.833 1.633
C 1.856 -2.042 -1.295
C 0.622 0.036 0.101
N -1.459 -0.992 -0.389
N -0.273 1.105 0.358
N 0.678 -0.431 -1.183
I 1.126 -3.611 -0.180
H -0.899 0.333 -2.106
H -1.009 -1.466 -2.335
H -0.933 -0.574 1.693
H 0.891 1.608 2.017
H -0.226 2.931 1.532
H -0.803 1.386 2.322
H 2.789 -1.665 -0.762
H 2.036 -1.877 -2.394
H 1.491 0.024 0.628
H -2.453 -0.806 -0.537
H -0.624 1.769 -0.297
*
```


Formula: H18O9
Source: the OMol25 dataset
Level of theory: ωB97M-V with the def2-TZVPD basis set

HOMO energy = -10.4 eV
SMILES string = O.O.O.O.O.O.O.O.O
energy above the lowest of the compared OMol25 structures with the same formula, charge and spin = 428.9 kJ/mol
gap between HOMO and LUMO = 10.7 eV

```
! wB97M-V def2-TZVPD RIJCOSX def2/J DEFGRID3
* xyz 0 1
O 0.157 -0.602 0.523
H 0.410 0.327 0.559
H 0.271 -0.841 -0.403
O -3.225 -0.471 -1.405
H -3.667 -0.278 -0.570
H -2.309 -0.632 -1.154
O 1.762 -1.475 1.897
H 1.587 -0.545 2.081
H 2.638 -1.627 2.270
O 0.100 2.311 0.200
H -0.533 1.584 0.196
H -0.004 2.717 -0.667
O 3.884 -1.786 -0.500
H 4.780 -1.765 -0.147
H 3.417 -2.397 0.081
O -4.792 -1.517 -0.092
H -3.991 -1.840 0.337
H -5.507 -1.868 0.451
O 3.771 2.649 -1.098
H 2.910 2.303 -1.360
H 4.394 1.977 -1.396
O 0.467 -2.460 -0.596
H 0.271 -3.040 -1.341
H -0.310 -2.535 -0.031
O -2.140 3.544 0.753
H -2.922 4.087 0.603
H -1.419 4.182 0.808
*
```


Formula: C8H6N2O2
Source: the OMol25 dataset
Level of theory: ωB97M-V with the def2-TZVPD basis set

HOMO energy = -9.9 eV
SMILES string = N#Cc1ccc(C(=O)NO)cc1
energy above the lowest of the compared OMol25 structures with the same formula, charge and spin = 475.6 kJ/mol
gap between HOMO and LUMO = 9.1 eV

```
! wB97M-V def2-TZVPD RIJCOSX def2/J DEFGRID3
* xyz 0 1
N 4.894 -0.158 0.017
C 3.770 -0.064 0.029
C 2.328 0.050 -0.054
C 1.528 -1.141 -0.117
C 0.217 -0.944 -0.156
C -0.440 0.261 -0.004
C -1.930 0.446 0.026
O -2.491 1.585 -0.153
N -2.615 -0.729 0.146
O -3.985 -0.561 0.051
C 0.356 1.468 0.071
C 1.709 1.336 0.073
H 2.075 -2.120 -0.073
H -0.645 -1.810 -0.149
H -2.545 -1.328 1.180
H -4.179 -0.755 -1.033
H -0.372 2.167 0.067
H 2.325 2.296 0.079
*
```


Formula: CH2F3NO5PS
Source: the OMol25 dataset
Level of theory: ωB97M-V with the def2-TZVPD basis set

HOMO energy = -6.2 eV
gap between HOMO and LUMO = 9.9 eV

```
! wB97M-V def2-TZVPD RIJCOSX def2/J DEFGRID3
* xyz -1 1
C 2.001 -0.055 -0.225
N -2.452 0.052 -0.157
O -1.586 2.158 1.090
O -0.347 -0.183 1.395
O -0.285 -1.527 -0.608
O 1.167 -1.930 1.205
O -0.028 1.257 -0.727
F 1.882 0.024 -1.533
F 3.153 -0.751 -0.041
F 2.232 1.117 0.387
P -1.122 1.065 0.232
S 0.485 -0.959 0.410
H -2.856 0.616 -0.873
H -2.244 -0.883 -0.554
*
```


| no. | LUMO level (eV) |
| --- | --- |
| 1 | 0.19 |
| 2 | -3.10 |
| 3 | 0.31 |
| 4 | -0.83 |
| 5 | 3.72 |